ORCA calculation (ωB97M-V/def2-TZVPD) on a molecular structure, C13H23FeN2OS3 at a distorted geometry.

```
43
Properties=species:S:1:pos:R:3:nbo_charge:R:1
Fe 0.171 -0.037 -1.285 0.939
S -2.064 -0.798 -1.565 0.255
S 2.494 0.016 -0.483 0.251
C -3.232 -0.300 -0.269 -0.725
C -1.912 -2.578 -1.181 -0.536
C -0.780 -2.882 -0.220 -0.236
N 0.440 -2.181 -0.674 -0.671
C 1.580 -2.500 0.215 -0.235
C 2.809 -1.770 -0.284 -0.533
H -1.751 -3.070 -2.150 0.222
H -2.878 -2.882 -0.768 0.242
H -0.598 -3.971 -0.182 0.190
H -1.019 -2.544 0.798 0.227
H 1.757 -3.590 0.220 0.190
H 1.323 -2.193 1.239 0.224
H 3.127 -2.145 -1.266 0.223
H 3.633 -1.862 0.428 0.239
C 2.841 0.562 1.211 -0.726
H 0.676 -2.559 -1.600 0.371
H 2.204 0.053 1.941 0.244
H 2.650 1.638 1.238 0.259
H 3.901 0.368 1.412 0.217
H -3.306 0.791 -0.297 0.262
H -2.895 -0.626 0.720 0.249
H -4.196 -0.755 -0.528 0.214
C 0.531 0.734 -3.219 -0.484
C 0.739 -0.666 -3.214 -0.639
H 1.382 1.420 -3.204 0.232
H -0.386 1.151 -3.639 0.229
H 1.759 -1.056 -3.251 0.210
H -0.024 -1.319 -3.647 0.209
O -0.507 0.413 1.396 -0.690
N -0.564 1.674 1.702 -0.035
C -0.664 2.051 3.016 -0.125
C -0.915 3.368 3.350 -0.207
C -0.961 4.347 2.351 -0.403
C -0.766 3.982 1.025 -0.203
C -0.585 2.631 0.667 -0.155
S -0.455 2.123 -0.938 -0.124
H -0.566 1.243 3.731 0.206
H -1.045 3.622 4.394 0.208
H -1.130 5.394 2.602 0.201
H -0.815 4.700 0.210 0.213
```

Properties
Spin multiplicity: 6
E_LUMO (spin up / spin down): 0.12 / -0.52 eV
HOMO-LUMO gap (spin up / spin down): 0.1239 / 0.2119 Eh
Charge: 0

ORCA calculation (ωB97M-V/def2-TZVPD) on a single C5H4N2O3 molecule at a distorted geometry.

```
14
Properties=species:S:1:pos:R:3:nbo_charge:R:1
H 1.889 2.000 1.445 0.343
N 1.799 1.298 2.176 -0.660
C 1.382 0.168 1.734 0.507
O 1.067 -0.687 2.697 -0.657
C 0.520 0.019 0.537 0.223
C 0.389 0.745 -0.610 -0.311
C -0.604 0.026 -1.330 -0.008
C -1.138 0.316 -2.689 0.402
O -1.997 -0.345 -3.219 -0.459
N -1.059 -0.987 -0.625 -0.032
O -0.395 -0.963 0.545 -0.225
H 0.953 -0.007 3.500 0.514
H 0.864 1.683 -0.880 0.245
H -0.718 1.225 -3.168 0.120
```

Properties
SMILES string: [H]/N=C(/O)c1cc(C=O)no1
E_LUMO (spin up / spin down): -0.54 / -0.53 eV
HOMO-LUMO gap (spin up / spin down): 0.3574 / 0.3574 Eh
Energy relative to the best compared isomer or geometry (same formula, charge and spin): 52.35 kcal per mole
Charge: 0